The following is a quantum chemistry calculation of a molecular structure, C32H44GaIN2O2SSi, from the Open Molecules 2025 dataset.

The spin multiplicity is 1. Its LUMO energy is -0.51 eV. Its total charge is 0. The energy relative to the best compared isomer or geometry (same formula, charge and spin) is 5.2 kcal per mole. The HOMO energy comes out at -8.09 eV. The calculation puts the orbital gap at 7.59 eV.

Geometry as XYZ:
```
84
C32H44GaIN2O2SSi wB97M-V/def2-TZVPD
H -4.7852 -1.7630 2.9443
C -3.7952 0.1571 0.3340
H -2.4665 -1.8018 -2.0985
N 0.2139 1.9468 1.3057
H -1.8440 -0.2438 -2.6355
H -5.9332 -1.9955 -1.1705
H 2.5150 -3.5323 -0.4949
H -0.5252 -3.4699 -3.8833
C 3.6141 3.9949 -1.4339
H 4.4936 5.4184 0.8232
H 0.4716 2.4840 -3.9929
H 1.7198 3.1150 2.0043
C -0.3439 1.9714 2.6209
H 0.3181 -4.4319 -0.1726
H 0.7651 -3.7142 -2.7144
H -6.0805 -2.8586 1.1422
H 2.3539 0.7320 -1.2817
H 0.4001 -1.6492 2.3696
H 4.8038 2.6310 0.8710
H 2.1650 -0.1911 1.2836
C -0.3042 -1.8049 -2.5292
C -5.4448 -2.0129 0.9180
C 2.5938 -1.1159 0.8859
H -2.0369 -1.5581 -3.7885
N 2.8461 4.0050 -2.5391
H -2.5458 3.6931 4.5272
C -4.5455 -0.4454 -0.6706
O 5.0234 4.6232 0.9530
H -3.3287 0.1643 2.4223
H -2.5919 -2.0183 0.0922
C 0.8068 3.4899 -3.7373
H -2.4138 -3.4701 1.0575
C -0.2369 -3.3072 -2.8396
H 3.8872 -0.0907 -1.0559
H 1.5643 -1.4803 -3.6301
H -0.0950 4.0844 -3.5801
H 0.0977 -1.2096 -4.5567
S -2.7833 1.5753 -0.0100
H 2.8966 -0.4494 -2.4562
C -4.7181 -1.3986 1.9280
C -1.9748 -2.9025 0.2316
I -1.5803 4.6200 1.7735
C -1.2504 2.9640 2.9908
C 2.8570 -2.6586 -1.0447
C 1.8947 2.9458 -0.1465
C 4.1555 3.5087 0.9441
H -1.1452 -0.9205 1.9175
C -0.5238 -2.5545 0.5905
H 1.3828 3.9109 -4.5579
H 1.2352 -3.7355 1.1615
C 0.5554 -1.0786 -3.5715
C 2.8554 -0.2238 -1.3959
C -1.5165 1.9123 5.1382
H 0.6239 -0.0050 -3.3827
Ga -0.6646 0.8710 -0.2931
H 2.6878 -2.8401 -2.1039
C 1.6492 3.4750 -2.5022
C -0.5702 0.9603 4.7932
C -3.9017 -0.3170 1.6391
O -0.0440 2.2844 -1.4011
C 1.2864 2.6351 1.1270
H 3.6328 3.4252 1.9015
H 3.6823 -1.0329 0.9591
C 0.0143 0.9934 3.5377
C -1.8427 2.9220 4.2453
H -2.0588 -3.5181 -0.6610
C 1.1274 2.8606 -1.3235
C -1.7445 -1.3272 -2.7592
C -0.5851 -1.8596 1.9567
H 4.6092 4.4032 -1.5410
C 3.1945 3.5093 -0.2214
H -0.9125 -3.8965 -2.2256
H -1.9886 1.8855 6.1101
H -0.2878 0.1892 5.4957
H 3.9399 -2.5855 -0.9025
Si 0.2684 -1.3730 -0.7315
H -4.4803 -0.0637 -1.6803
C 2.2034 -1.3480 -0.5793
H 0.7429 0.2489 3.2474
H -0.3100 -4.5110 1.4689
C 0.2329 -3.8770 0.7609
H -1.1088 -2.5055 2.6690
H 2.2886 -1.9346 1.5338
C -5.3609 -1.5290 -0.3795
```

---

The following is a quantum chemistry calculation of a single C16H22N2O3S molecule, from the Open Molecules 2025 dataset.

The spin multiplicity is 1. Its LUMO energy is 0.21 eV. Its total charge is 0. As for the SMILES: CCCN(CCC)[C@H]1Sc2ccc(C(=O)OC)cc2NC1=O. The energy relative to the best compared isomer or geometry (same formula, charge and spin) is 17.4 kcal per mole. The HOMO energy comes out at -8.24 eV. The calculation puts the orbital gap at 8.46 eV.

Geometry as XYZ:
```
44
C16H22N2O3S wB97M-V/def2-TZVPD
H -4.3216 -0.6151 6.4601
C 1.4688 -0.7470 -0.4026
H 3.2249 0.3852 -5.0188
H -0.2188 0.0328 -3.2081
H 2.4289 -1.9311 -4.6232
C -2.5141 0.2317 2.5813
H -3.3711 -1.7185 2.8259
H 2.5956 1.6448 -1.1055
C -3.7974 0.2218 6.0060
H 2.4856 -2.0460 -2.2236
C 1.5993 -1.6086 -2.6849
C -2.5537 -1.4462 0.8701
C -1.5505 0.7031 0.4156
O -2.5177 1.8196 4.3524
O 0.2027 2.3286 -2.2254
C 2.9438 0.0739 -4.0159
O -3.4694 -0.1838 4.6864
H 3.1629 -0.5886 0.9022
H 3.8459 -0.2014 -3.4748
H 3.5828 -0.6600 -0.8106
C -1.8604 1.0954 1.7083
H -4.4349 1.1082 5.9833
H 0.8352 -2.3977 -2.7723
N 1.1345 -0.5501 -1.8033
C -0.1209 -0.0157 -2.1217
C 2.9492 1.2819 -0.1444
H 2.4791 0.9161 -3.5106
H 3.9718 1.6217 -0.0011
H 0.7628 -0.2004 0.2226
C -0.2778 1.4048 -1.6053
C -1.8991 -0.5854 -0.0081
C -2.8628 -1.0485 2.1523
C 1.9757 -1.1002 -4.0782
N -0.9202 1.6133 -0.4311
C 2.8787 -0.2386 -0.0923
H 1.3846 -1.8113 -0.1389
S -1.5954 -1.1172 -1.6446
H -2.8203 -2.4307 0.5182
H 1.0818 -0.8027 -4.6294
H -1.6036 2.0859 2.0550
H -0.9077 2.5761 -0.1125
H -2.8907 0.4578 6.5672
C -2.8176 0.7234 3.9430
H 2.3310 1.7190 0.6375
```

---

The following is a quantum chemistry calculation of a molecular structure, C28H29N3RhSi in a non-equilibrium geometry, from the Open Molecules 2025 dataset.

The spin multiplicity is 5. Its LUMO energy (alpha / beta) is -2.61 / -4.99 eV. Its total charge is +1. The expectation value of S² is 6.01. The energy relative to the best compared isomer or geometry (same formula, charge and spin) is 9.7 kcal per mole. The HOMO energy (alpha / beta) comes out at -6.95 / -11.00 eV. The calculation puts the orbital gap (alpha / beta) at 4.34 / 6.02 eV.

Geometry as XYZ:
```
62
C28H29N3RhSi wB97M-V/def2-TZVPD
H 2.0370 2.0881 1.0590
H 0.0451 1.6883 -0.7428
C 1.2873 -1.6033 5.1676
H 1.3409 -2.7406 2.9267
C -0.3878 -2.1665 2.0443
C -1.3178 2.4378 0.8854
N 0.7688 -1.9068 2.8070
C 0.9722 2.2672 1.2226
H -2.3061 2.3901 0.4393
H 1.9769 1.8398 -2.4977
C 0.7417 -1.1155 3.9733
C -0.1500 0.7420 5.0570
H 0.3620 1.7705 -4.6015
H 5.8374 0.0725 -3.2771
C -0.0827 2.0483 0.2781
N 0.1099 0.0679 3.9130
H 0.9520 3.1093 3.3046
H 2.2780 -2.3806 -3.4341
C -1.9728 -3.7240 1.1466
C -0.7418 -3.4823 1.7364
H -1.7487 3.2761 2.9273
C 1.9790 -0.2955 -2.9532
C 4.1600 -1.2808 -3.3393
H -2.3216 -4.7386 0.9541
H -3.7577 -2.7425 0.3675
C -1.0251 2.9060 2.2122
C -0.9253 0.9074 -3.0928
C -2.7782 -2.6237 0.8253
C -0.5831 1.8640 -4.0617
H -0.0485 0.7824 7.1780
C -2.1422 1.0562 -2.3941
H -0.4763 -2.1761 -1.8014
C -3.0306 2.0850 -2.7272
N -1.1278 -1.1227 1.6501
C 2.5814 0.9644 -2.7475
C -2.7003 3.0159 -3.7174
H -0.6988 -1.7285 -3.6992
C -1.0676 -2.3078 -2.7655
C 3.9674 1.0985 -2.8833
H -3.4192 3.7830 -4.0149
H -0.0421 -4.2622 2.0267
C 2.7685 -1.4181 -3.2503
C 4.7550 -0.0239 -3.1653
H 0.1550 -0.4799 -1.1946
C -1.4672 2.9116 -4.3662
H -2.1331 -2.1423 -2.6081
H -0.8534 -3.3523 -3.0629
H -1.2019 3.6247 -5.1458
C 0.2455 0.2364 6.2881
Rh -0.4013 1.0419 1.9676
H 4.7569 -2.1555 -3.5730
Si 0.1724 -0.5297 -2.6712
H 4.4232 2.0854 -2.7821
H -0.6987 1.6765 4.9370
H 1.8368 -2.5439 5.1099
H -2.9139 -0.4376 0.8426
C -2.3334 -1.3335 1.0749
C 1.0059 -0.9351 6.3530
H 1.3550 -1.3204 7.3079
H -4.0007 2.1051 -2.2264
H -2.4105 0.3376 -1.6112
C 0.3950 2.7903 2.4244
```

---

The following is a quantum chemistry calculation of 2 unconnected molecules or ions with the total composition C2H7ClNOPS in a non-equilibrium geometry, from the Open Molecules 2025 dataset.

The spin multiplicity is 1. Its LUMO energy is 0.07 eV. Its total charge is 0. The energy relative to the best compared isomer or geometry (same formula, charge and spin) is 46.5 kcal per mole. The HOMO energy comes out at -8.24 eV. The calculation puts the orbital gap at 8.31 eV.

Geometry as XYZ:
```
14
C2H7ClNOPS wB97M-V/def2-TZVPD
H 1.7628 -2.4963 -1.7752
O 0.8464 -2.2798 -1.4670
N -0.8635 0.7780 0.1390
H 0.0467 1.4183 1.9109
H 0.4256 2.2421 -0.0596
H -0.5631 -0.3001 1.5897
H -1.7866 0.9989 1.9227
S -2.4186 -1.7980 0.7472
C -0.2000 1.5660 -0.5987
H 0.5189 -3.0730 -0.9236
Cl -3.5593 0.9643 -0.4862
C -0.6919 0.7500 1.5144
P -2.1658 -0.5793 -0.7438
H -0.2394 1.6381 -1.6605
```

---

The following is a quantum chemistry calculation of a single C19H23N5O2S molecule in a non-equilibrium geometry, from the Open Molecules 2025 dataset.

The spin multiplicity is 1. Its LUMO energy is -0.72 eV. Its total charge is 0. As for the SMILES: [H]/N=c1/c(C(N)=S)cc2c(=O)n3cc(C)ccc3nc2n1CCCOC(C)C. The energy relative to the best compared isomer or geometry (same formula, charge and spin) is 0.0 kcal per mole. The HOMO energy comes out at -7.57 eV. The calculation puts the orbital gap at 6.85 eV.

Geometry as XYZ:
```
50
C19H23N5O2S wB97M-V/def2-TZVPD
H 1.1150 -2.4221 -3.6471
C -0.8192 1.6845 0.1939
C 0.2988 2.4693 -0.2380
C -1.3171 -2.4895 -0.4864
C 5.1450 3.0733 -0.1152
N -5.6084 1.1708 0.4480
N 1.5674 1.9698 0.2245
H 0.7120 -3.8626 -2.7012
H -2.9697 -2.6823 0.8457
H -0.3319 -1.6205 1.9928
H -1.8839 -1.6649 2.8560
C -3.2151 1.3418 0.2850
H 4.8798 3.9204 -0.7408
C 2.9369 0.4411 1.4462
H 5.6584 3.4393 0.7728
H -2.2757 2.9009 -0.8057
H -1.7370 -3.2730 -1.1347
N -3.9995 -0.4131 1.6885
H 2.4853 3.5301 -0.7445
C -1.8814 -2.6620 0.9226
C -3.0074 0.1826 1.1477
C 2.6841 2.6652 -0.1267
C -2.1346 2.0417 -0.1662
H 2.4168 -1.5708 -0.2640
H -6.5310 1.4372 0.1477
O 0.0863 -2.5802 -0.4400
H -3.7851 -1.1980 2.2884
H 2.9831 -0.4371 2.0688
H -0.5521 -2.7097 -3.1521
H 5.0220 0.8363 1.4323
H 2.5845 -3.0955 -1.1352
C -0.6149 0.5254 0.9558
H 0.4372 -0.9876 -1.6949
C 4.0444 1.1447 1.0941
N 0.6023 0.1289 1.3501
C 3.9292 2.2977 0.2755
N -1.6802 -0.2303 1.3319
C 0.4873 -2.8089 -2.8492
H 5.8388 2.4357 -0.6612
C -1.4130 -1.5540 1.8744
C 2.2498 -2.0652 -1.2165
H -5.4175 0.4133 1.1075
C 0.7636 -2.0361 -1.5575
C 1.6474 0.8395 1.0050
H 2.8233 -1.5608 -1.9891
H -1.6219 -1.5145 -0.8991
O 0.2767 3.4666 -0.9260
S -4.7804 2.9381 -1.2676
H -1.5404 -3.6162 1.3243
C -4.5580 1.7607 -0.1205
```

---

The following is a quantum chemistry calculation of a molecular structure, C13H10N2O2S2 in a non-equilibrium geometry, from the Open Molecules 2025 dataset.

The spin multiplicity is 1. Its LUMO energy is -0.25 eV. Its total charge is 0. The HOMO energy comes out at -7.78 eV. The calculation puts the orbital gap at 7.53 eV.

Geometry as XYZ:
```
29
C13H10N2O2S2 wB97M-V/def2-TZVPD
H 6.3016 0.5884 1.0092
S -4.9049 -1.5207 -0.0918
C -0.6310 -0.5951 -0.1179
C -6.5252 -0.9652 0.1205
C 4.0996 -0.4611 -0.0268
C 3.6599 0.9545 -0.0959
H 2.0778 2.5849 0.0157
C 1.2905 0.2664 0.1630
C -4.2760 -0.0281 0.0507
C -2.9129 0.5298 -0.1321
H 7.4436 -0.6289 0.0019
H -2.3855 -1.2878 -0.2472
H -5.3071 2.1145 0.1753
N -1.9921 -0.4296 0.0316
N -0.0645 0.7461 -0.1068
H 4.5265 1.6332 -0.0091
O -2.6366 1.6715 0.1208
S 0.3643 -1.9266 -0.0141
C 6.4405 -0.0070 0.0885
C -5.4128 0.9441 0.0824
C 3.0635 -1.5720 -0.1539
C -6.5153 0.4493 -0.0600
H 3.3169 -2.6229 -0.0029
H -7.5723 0.9656 0.0627
C 1.6705 -1.0661 0.0484
H 6.4216 0.7867 -0.9219
C 2.3732 1.3602 -0.1250
H -7.3881 -1.6589 0.1601
O 5.4743 -0.8250 -0.0254
```

---

The following is a quantum chemistry calculation of a molecular structure, C9H36O9Zr in a non-equilibrium geometry, from the Open Molecules 2025 dataset.

The spin multiplicity is 1. Its LUMO energy is -14.54 eV. Its total charge is +4. The energy relative to the best compared isomer or geometry (same formula, charge and spin) is 35.0 kcal per mole. The HOMO energy comes out at -23.73 eV. The calculation puts the orbital gap at 9.19 eV.

Geometry as XYZ:
```
55
C9H36O9Zr wB97M-V/def2-TZVPD
H -0.9708 0.2141 2.6364
O -1.4538 1.5441 0.2844
H 1.8222 3.3391 -1.0606
H -2.5788 3.1881 0.8504
C 0.6792 0.4441 3.2774
O -0.0038 1.2801 -1.9016
H -1.5108 -2.4509 -2.7136
H -0.6178 3.4171 -1.4316
C -1.3378 -1.3439 -2.6806
H 2.7442 0.6131 -2.0826
O -1.5058 -0.7569 -1.3866
O 1.4572 -0.9279 -1.5246
H 0.2272 1.2251 3.9144
Zr 0.0982 0.1011 -0.0126
H 2.8852 1.9771 -0.5676
H -3.6168 -2.2469 0.7094
C 2.3882 -0.3129 -2.4116
H -2.2738 -2.8479 1.4514
C -0.3768 -3.2139 -0.4106
O -2.4468 -0.6719 1.0324
H 2.6772 -1.2589 2.7384
O -0.1178 0.1901 2.1654
C 2.5252 -1.5579 1.6614
O 2.0102 -0.4839 0.8984
H -1.1658 2.8141 -2.8956
H 0.4742 3.1621 -2.5466
H -0.2438 -4.2739 -0.0596
H 1.7452 -0.0509 -3.2386
C -0.3818 2.6921 -2.1816
H 1.7662 -1.9089 -1.5716
H -1.3898 -3.1929 -0.5946
O 1.1962 1.9821 0.5084
H -2.5488 1.8291 2.0794
H 0.8992 -0.5049 3.8304
H -2.1468 1.7491 -0.4306
O -0.1248 -2.1339 0.4024
H -3.2978 -0.1279 1.0274
C 2.1492 2.6551 -0.2686
C -2.8908 -1.9399 1.4424
H 3.1672 -1.0329 -2.7236
H -1.1808 2.8411 1.8214
H 1.6352 0.9011 3.0664
H -0.3438 -1.1739 -3.1516
H -3.3458 -1.8199 2.4024
H -0.2648 -2.5359 1.3334
H 3.5032 -1.7949 1.3224
H 2.7552 0.1611 0.9874
C -1.9778 2.4011 1.3034
H -2.1698 -0.8069 -3.2116
H 0.1162 -3.1889 -1.3896
H 2.5872 3.2961 0.4294
H 0.2702 1.0611 -2.7996
H -2.4178 -0.7719 -1.3566
H 1.0042 2.6881 1.2014
H 1.9202 -2.4339 1.8274
```

---

The following is a quantum chemistry calculation of a single C5H10O molecule in a non-equilibrium geometry, from the Open Molecules 2025 dataset.

The spin multiplicity is 1. Its LUMO energy is 1.04 eV. Its total charge is 0. As for the SMILES: OC1CCCC1. The energy relative to the best compared isomer or geometry (same formula, charge and spin) is 41.5 kcal per mole. The HOMO energy comes out at -9.48 eV. The calculation puts the orbital gap at 10.52 eV.

Geometry as XYZ:
```
16
C5H10O wB97M-V/def2-TZVPD
H 1.7268 -1.5761 0.3427
H 0.4690 -0.9955 1.4356
C 0.8975 -0.8684 0.4343
H -0.8266 1.2554 0.7322
H -1.9843 -0.3592 1.2407
H 1.7460 1.0300 1.1470
H 2.0753 0.6786 -0.5471
O -2.0700 0.3170 0.5420
C -0.1951 -1.0891 -0.6267
H -0.8750 -1.9178 -0.4191
H -1.5840 0.4437 -1.5157
C -0.0245 1.2829 -0.1215
C -0.9541 0.2282 -0.6548
H 0.2732 -1.2853 -1.6028
C 1.3081 0.6007 0.2395
H 0.0176 2.2548 -0.6264
```

---

Q: What is the formula in the eighth record?
A: C5H10O